Record 1
A structure of composition C26H25N6PPtS. Source: OMol25; level of theory: ωB97M-V/def2-TZVPD.

Element x y z (Å)
1 Pt 0.14 -0.20 -0.25
2 N 4.05 1.33 0.48
3 C 4.53 0.04 0.42
4 C 3.46 -0.73 0.09
5 N 2.35 0.06 -0.05
6 C 2.74 1.30 0.20
7 C 1.75 2.37 0.17
8 N 0.47 2.07 0.08
9 C -0.20 3.27 0.06
10 C 0.70 4.30 0.14
11 N 1.93 3.70 0.21
12 H 4.60 2.14 0.72
13 H 5.56 -0.20 0.61
14 H 3.42 -1.80 -0.06
15 H -1.27 3.34 0.01
16 H 0.56 5.36 0.17
17 H 2.81 4.20 0.25
18 N -3.04 0.90 0.77
19 C -2.99 0.97 -0.53
20 N -1.88 0.54 -1.18
21 C -2.01 0.71 -2.49
22 C -1.03 0.36 -3.47
23 C -1.33 0.58 -4.77
24 C -2.58 1.14 -5.15
25 C -3.56 1.50 -4.21
26 C -3.28 1.28 -2.90
27 S -4.28 1.60 -1.51
28 H -2.21 0.58 1.26
29 H -3.83 1.23 1.30
30 H -0.09 -0.06 -3.14
31 H -0.62 0.32 -5.54
32 H -2.79 1.30 -6.20
33 H -4.50 1.92 -4.53
34 C -2.37 -2.62 -0.07
35 P -0.56 -2.40 -0.10
36 C -0.04 -3.39 -1.53
37 C -0.55 -4.67 -1.75
38 C -0.13 -5.43 -2.83
39 C 0.82 -4.91 -3.70
40 C 1.35 -3.65 -3.50
41 C 0.92 -2.89 -2.41
42 C 0.00 -3.32 1.36
43 C 0.97 -4.31 1.26
44 C 1.35 -5.02 2.40
45 C 0.77 -4.74 3.62
46 C -0.19 -3.74 3.72
47 C -0.57 -3.03 2.60
48 H -2.61 -3.67 0.10
49 H -2.79 -2.31 -1.03
50 H -2.81 -2.03 0.73
51 H -1.28 -5.09 -1.06
52 H -0.54 -6.42 -2.99
53 H 1.15 -5.51 -4.55
54 H 2.09 -3.26 -4.17
55 H 1.34 -1.91 -2.23
56 H 1.43 -4.55 0.31
57 H 2.10 -5.80 2.32
58 H 1.05 -5.31 4.50
59 H -0.64 -3.51 4.68
60 H -1.31 -2.24 2.69

Calculated values
ΔE to the lowest compared entry with this formula, charge and spin: 18.87 kcal per mole
HOMO-LUMO gap (spin up / spin down): 6.431 / 4.433 eV
charge: +2
F_max: 0.8 eV/Å
2S+1: 3


Record 2
A structure of composition C26H26BN11O6STi. Source: OMol25; level of theory: ωB97M-V/def2-TZVPD.

Element x y z (Å)
1 Ti -0.53 0.41 -0.07
2 N 0.02 -3.99 1.15
3 C -0.23 -2.76 0.58
4 S -0.34 -1.42 1.66
5 N -0.39 -2.75 -0.70
6 N -0.65 -1.49 -1.23
7 C -0.85 -1.49 -2.50
8 C -1.15 -0.36 -3.33
9 C -1.12 -0.55 -4.72
10 C -1.41 0.47 -5.60
11 C -1.74 1.73 -5.09
12 C -1.79 1.94 -3.73
13 C -1.50 0.92 -2.81
14 O -1.61 1.15 -1.54
15 H 0.51 -3.94 2.03
16 H 0.39 -4.67 0.50
17 H -0.78 -2.46 -3.01
18 H -0.86 -1.53 -5.10
19 H -1.37 0.30 -6.67
20 H -1.95 2.55 -5.77
21 H -2.02 2.92 -3.32
22 B -3.03 1.94 2.42
23 N -1.51 2.30 2.35
24 C -0.99 3.20 3.19
25 C 0.34 3.41 2.86
26 C 0.56 2.57 1.78
27 N -0.57 1.91 1.49
28 N -3.49 0.87 1.38
29 C -4.78 0.51 1.29
30 C -4.87 -0.56 0.42
31 C -3.55 -0.78 0.02
32 N -2.74 0.09 0.61
33 H -3.68 2.95 2.22
34 H -3.26 1.51 3.54
35 H -1.61 3.65 3.95
36 H 1.04 4.07 3.34
37 H 1.45 2.39 1.21
38 H -5.53 1.02 1.86
39 H -5.76 -1.09 0.11
40 H -3.15 -1.51 -0.67
41 C 5.40 -0.62 3.53
42 N 4.69 -0.99 2.32
43 C 5.19 -1.87 1.43
44 C 4.54 -2.18 0.30
45 C 3.31 -1.48 0.06
46 N 2.78 -0.66 0.95
47 C 3.43 -0.36 2.09
48 O 3.03 0.41 2.96
49 N 2.65 -1.63 -1.09
50 H 6.30 -1.22 3.61
51 H 4.77 -0.77 4.40
52 H 5.67 0.44 3.50
53 H 6.15 -2.31 1.69
54 H 4.95 -2.87 -0.42
55 H 2.89 -2.35 -1.75
56 H 1.85 -1.03 -1.26
57 O 0.68 3.10 -1.34
58 C 1.39 2.14 -1.61
59 O 1.10 0.92 -1.18
60 C 2.64 2.30 -2.40
61 C 3.52 1.25 -2.68
62 C 4.67 1.45 -3.41
63 C 5.00 2.73 -3.89
64 C 4.12 3.80 -3.62
65 C 2.97 3.58 -2.89
66 N 6.16 2.94 -4.62
67 O 6.94 1.95 -4.84
68 O 6.43 4.11 -5.04
69 H 3.28 0.27 -2.32
70 H 5.35 0.64 -3.62
71 H 4.37 4.78 -3.99
72 H 2.29 4.39 -2.67

Calculated values
ΔE to the lowest compared entry with this formula, charge and spin: 24.03 kcal per mole
HOMO-LUMO gap (spin up / spin down): 4.028 / 6.983 eV
charge: -2
F_max: 1.1 eV/Å
2S+1: 3